# 1
C4H13N3O | ωB97M-V/def2-TZVPD

⟨S²⟩: 2.0077
2S+1: 3
Highest occupied orbital energy (spin up / spin down): -14.84 / -18.85 eV
Lowest unoccupied orbital energy (spin up / spin down): -7.11 / -12.91 eV
Calculated total energy: -10854.398 eV
Charge: +2

Positions of all 21 atoms, in Å:
C1 -1.6297 -0.4544 -0.0165
C2 2.5698 -1.2165 0.2504
C3 2.0710 0.1874 -0.0109
C4 -0.3274 0.6118 0.2383
N1 -2.6269 -0.3940 0.8212
N2 -1.4774 -1.2694 -1.0073
N3 -0.7606 1.9927 -0.3223
O1 0.6827 0.1579 -0.5031
H1 2.0122 -1.7055 1.0463
H2 2.5138 -1.8197 -0.6524
H3 3.6138 -1.1625 0.5503
H4 2.6462 0.6518 -0.8168
H5 2.1229 0.8086 0.8853
H6 -0.1473 0.7179 1.3151
H7 -2.6227 0.2066 1.6343
H8 -3.4061 -1.0463 0.7762
H9 -0.6027 -1.2514 -1.5279
H10 -2.1452 -2.0018 -1.2347
H11 -1.6009 2.4047 0.1083
H12 0.0150 2.6662 -0.1904
H13 -0.9005 1.9159 -1.3436

Here are the Löwdin charges for atoms 1 to 5, given in e:
1. C -0.319
2. C -0.042
3. C -0.163
4. C -0.242
5. N 0.312

=====

# 2
C5H50N2O22 | ωB97M-V/def2-TZVPD

2S+1: 1
Highest occupied orbital energy: -9.69 eV
Lowest unoccupied orbital energy: -0.58 eV
Calculated total energy: -54018.923 eV
Charge: 0

Positions of all 79 atoms, in Å:
O1 0.5109 1.7884 -3.0890
O2 -1.1797 2.3047 1.0211
C1 0.2762 0.8638 -2.3825
C2 -0.9344 1.0832 1.1848
N1 -1.2008 0.4952 2.3761
N2 0.0239 1.1805 -1.1214
C3 0.3482 -0.5230 -2.8669
C4 -1.2667 -0.9711 2.5391
C5 -0.3255 0.3554 -0.0080
H1 -1.5300 1.0572 3.0983
H2 0.2518 2.0971 -0.8177
H3 1.2798 -1.0437 -2.6792
H4 0.1678 -0.5616 -3.9447
H5 -0.4337 -1.0606 -2.4000
H6 -2.0190 -1.1928 3.2773
H7 -0.3462 -1.4081 2.8975
H8 -1.4877 -1.5350 1.6312
H9 0.5419 -0.1984 0.2533
H10 -1.0487 -0.3245 -0.3044
O3 2.4667 3.3735 -3.7810
H11 1.6899 2.8741 -3.3324
H12 3.1478 2.6917 -4.2006
O4 -1.9823 3.3865 -3.6088
H13 -2.6209 3.4975 -2.8553
H14 -1.0555 3.2532 -3.2258
O5 3.3823 -1.6535 -0.1411
H15 3.5654 -1.6907 -1.1619
H16 3.2571 -0.6467 0.1495
O6 -2.6478 0.0037 -3.3143
H17 -2.9398 0.6223 -4.0717
H18 -2.5961 -0.9571 -3.6746
O7 -3.4895 0.7603 -0.7753
H19 -3.0478 0.5392 -1.6845
H20 -3.7499 -0.1480 -0.3526
O8 -0.7214 -3.1962 -3.4438
H21 -1.1225 -2.5204 -4.1631
H22 -0.8876 -4.1705 -3.8117
O9 -1.8609 -3.8634 4.4513
H23 -1.9562 -2.9532 4.8607
H24 -1.8859 -4.4936 5.3052
O10 -0.0437 4.2250 -0.5574
H25 -0.0759 5.1904 -0.9126
H26 -0.9122 3.9768 -0.1488
O11 4.2622 -1.5323 -3.0851
H27 4.7369 -0.6768 -2.7765
H28 4.9435 -2.2725 -2.9796
O12 -1.6050 0.7617 6.0379
H29 -0.7610 0.3371 6.5368
H30 -2.1071 -0.0617 5.7656
O13 1.9775 -0.0970 4.3880
H31 2.3469 -1.0272 4.0015
H32 1.5832 -0.4070 5.3046
O14 2.5688 -2.2362 2.5276
H33 2.9071 -1.7959 1.6591
H34 1.7192 -2.7877 2.2528
O15 -2.2598 4.5514 1.8682
H35 -1.9360 3.6820 1.5102
H36 -1.3742 5.0427 2.1359
O16 -2.8531 -1.6894 5.7809
H37 -3.0188 -2.2275 6.6524
H38 -3.6488 -1.8937 5.2814
O17 2.1495 -3.4092 -2.8403
H39 1.2182 -3.1289 -3.1544
H40 2.8132 -2.6498 -3.0635
O18 1.0148 2.0697 -5.9944
H41 1.5608 2.9086 -6.2259
H42 0.9636 2.1190 -4.9696
O19 2.9714 1.0803 0.8427
H43 3.0469 2.1230 0.5780
H44 3.6048 0.9863 1.6627
O20 -4.0780 -1.9893 0.1583
H45 -4.1966 -2.5927 1.0021
H46 -3.3464 -2.4679 -0.4250
O21 0.6900 -4.0465 1.8375
H47 -0.0105 -4.7306 1.4578
H48 1.5389 -4.5238 2.1985
O22 2.4519 3.7161 0.2409
H49 1.5044 4.0098 -0.0729
H50 3.0805 4.3484 -0.3085

Here are the Löwdin charges for atoms 1 to 5, given in e:
1. O 0.001
2. O -0.015
3. C -0.518
4. C -0.349
5. N 0.101

=====

# 3
C49H60F5MnN8O4P2S2 | ωB97M-V/def2-TZVPD

⟨S²⟩: 6.1795
2S+1: 5
Highest occupied orbital energy (spin up / spin down): -12.41 / -12.41 eV
Lowest unoccupied orbital energy (spin up / spin down): -6.22 / -5.09 eV
Calculated total energy: -157039.506 eV
Charge: +2

Positions of all 131 atoms, in Å:
Mn1 -0.4236 -0.5119 -0.7045
C1 -1.0346 3.1534 -1.0654
P1 -1.3191 1.5351 -1.8639
C2 -0.5894 1.7523 -3.5073
C3 -1.2442 1.2563 -4.6364
C4 -0.6849 1.4058 -5.8944
C5 0.5340 2.0528 -6.0396
C6 1.1937 2.5447 -4.9231
C7 0.6381 2.3950 -3.6622
C8 -3.1118 1.4597 -2.1049
C9 -3.9037 0.6831 -1.2640
C10 -5.2850 0.6966 -1.3828
C11 -5.8866 1.4955 -2.3432
C12 -5.1077 2.2944 -3.1692
C13 -3.7276 2.2841 -3.0484
P2 -1.3287 3.4298 0.7460
C14 -1.0738 5.2457 0.7930
C15 -1.7506 5.9617 1.7823
C16 -1.5412 7.3215 1.9398
C17 -0.6470 7.9899 1.1139
C18 0.0359 7.2884 0.1340
C19 -0.1732 5.9239 -0.0240
C20 -3.1564 3.3493 0.8127
C21 -3.7334 2.6348 1.8564
C22 -5.1154 2.5603 1.9961
C23 -5.9313 3.2090 1.0846
C24 -5.3660 3.9414 0.0444
C25 -3.9907 4.0159 -0.0857
H1 -1.6418 3.8443 -1.6606
H2 0.0080 3.4082 -1.2603
H3 -2.1938 0.7475 -4.5390
H4 -1.2044 1.0184 -6.7607
H5 0.9667 2.1765 -7.0233
H6 2.1439 3.0504 -5.0317
H7 1.1863 2.7732 -2.8100
H8 -3.4564 0.0530 -0.5068
H9 -5.8878 0.0819 -0.7277
H10 -6.9637 1.5015 -2.4459
H11 -5.5743 2.9287 -3.9110
H12 -3.1350 2.9177 -3.6960
H13 -2.4612 5.4580 2.4280
H14 -2.0803 7.8621 2.7065
H15 -0.4870 9.0528 1.2338
H16 0.7336 7.8013 -0.5148
H17 0.3801 5.4087 -0.7989
H18 -3.0848 2.1629 2.5864
H19 -5.5543 2.0156 2.8231
H20 -7.0071 3.1631 1.1918
H21 -6.0035 4.4657 -0.6555
H22 -3.5663 4.6191 -0.8805
C26 4.6552 -3.8411 4.8940
C27 3.4970 -4.8249 4.8672
S1 2.2037 -4.3850 3.7079
O1 0.9244 -4.5734 4.3484
O2 2.4826 -3.0847 3.1242
C28 2.3294 -5.5694 2.3756
C29 1.0781 -5.5377 1.5061
N1 1.0138 -4.3895 0.5869
C30 0.2247 -3.3105 0.7640
N2 0.3862 -2.4339 -0.2309
C31 1.2905 -2.9834 -1.1008
C32 1.6945 -4.1698 -0.5966
N3 2.6800 -5.0455 -1.1591
O3 2.9409 -6.0696 -0.5556
O4 3.1719 -4.6964 -2.2103
C33 -0.7566 -3.1854 1.8655
H23 5.3712 -4.1658 5.6474
H24 4.3188 -2.8382 5.1497
H25 5.1701 -3.8033 3.9347
H26 2.9756 -4.8896 5.8223
H27 3.8273 -5.8307 4.6041
H28 2.4528 -6.5632 2.8050
H29 3.2245 -5.3198 1.8079
H30 0.1949 -5.4759 2.1378
H31 1.0170 -6.4528 0.9253
H32 1.6093 -2.4979 -2.0064
H33 -1.5358 -3.9445 1.7669
H34 -1.2198 -2.2126 1.7861
H35 -0.2935 -3.2928 2.8454
C34 5.8734 0.2816 0.6117
C35 5.1237 -1.0393 0.6687
N4 3.7368 -0.9068 0.1868
C36 3.3707 -0.5192 -1.0365
S2 1.9232 0.3785 -1.3274
N5 4.1162 -0.7746 -2.1041
C37 5.2568 -1.6851 -2.2645
C38 5.4264 -2.0065 -3.7365
H36 6.8897 0.1544 0.9847
H37 5.3804 1.0387 1.2228
H38 5.9362 0.6613 -0.4095
H39 5.0349 -1.4022 1.6854
H40 5.6440 -1.8088 0.1052
H41 3.0633 -0.6621 0.8979
H42 3.7417 -0.3821 -2.9565
H43 5.0529 -2.5979 -1.7045
H44 6.1637 -1.2254 -1.8672
H45 4.5421 -2.5069 -4.1317
H46 6.2798 -2.6673 -3.8746
H47 5.6113 -1.1000 -4.3152
F1 0.6494 -0.9929 -4.1018
C39 -0.5326 -1.5085 -3.7401
C40 -0.9875 -1.4027 -2.4430
C41 -2.1688 -2.0556 -2.1489
F2 -2.5828 -2.0339 -0.8410
C42 -2.9356 -2.7345 -3.0698
F3 -4.0727 -3.3308 -2.7335
C43 -2.4669 -2.7858 -4.3769
F4 -3.1602 -3.4280 -5.3030
C44 -1.2615 -2.1850 -4.7082
F5 -0.8137 -2.2624 -5.9563
C45 1.3784 1.2255 2.2093
N6 0.4143 0.3415 2.8601
C46 0.8674 -0.2971 4.0932
C47 -0.8379 0.1761 2.3903
N7 -1.1024 0.1429 1.0857
N8 -1.8345 -0.0115 3.2892
C48 -3.1043 -0.6273 2.9246
C49 -1.8443 0.6641 4.5861
H48 2.3778 0.9197 2.5210
H49 1.2211 2.2598 2.5159
H50 1.3222 1.1584 1.1280
H51 1.7857 -0.8446 3.8834
H52 0.1270 -1.0107 4.4431
H53 1.0613 0.4318 4.8828
H54 -2.0976 0.3113 0.9636
H55 -3.8537 0.1194 2.6477
H56 -3.4757 -1.1857 3.7833
H57 -2.9813 -1.3186 2.0944
H58 -1.0208 1.3684 4.6504
H59 -1.7814 -0.0483 5.4094
H60 -2.7768 1.2228 4.6815

Here are the Löwdin charges for atoms 1 to 5, given in e:
1. Mn 0.636
2. C -0.477
3. P 1.024
4. C -0.363
5. C -0.111

=====

# 4
C48H41N3OP2RuS | ωB97M-V/def2-TZVPD

⟨S²⟩: 8.8313
2S+1: 6
Highest occupied orbital energy (spin up / spin down): -0.62 / -4.26 eV
Lowest unoccupied orbital energy (spin up / spin down): 1.93 / 1.00 eV
Calculated total energy: -88949.414 eV
Charge: -1

Positions of all 97 atoms, in Å:
Ru1 -1.0372 -0.2370 1.0160
C1 -3.0489 2.3582 1.2758
P1 -2.1726 1.6874 -0.2323
C2 -1.3944 3.2137 -0.8270
C3 -2.1013 4.2072 -1.5140
C4 -1.4534 5.3575 -1.9183
C5 -0.1110 5.5565 -1.6207
C6 0.5816 4.5906 -0.9013
C7 -0.0523 3.4308 -0.5076
C8 -3.4727 1.2299 -1.3895
C9 -3.4205 1.5205 -2.7582
C10 -4.2721 0.8935 -3.6396
C11 -5.1774 -0.0626 -3.1903
C12 -5.2051 -0.3967 -1.8432
C13 -4.3580 0.2277 -0.9559
C14 -2.1215 2.2105 2.4374
C15 -2.0180 2.9647 3.5860
C16 -1.1151 2.2885 4.4293
C17 -0.7168 1.1502 3.7497
C18 0.1323 0.0313 4.2513
P2 1.2865 -0.6290 2.9367
C19 2.6635 -1.1171 4.0752
C20 3.9659 -0.8087 3.6863
C21 5.0410 -1.1208 4.4949
C22 4.8391 -1.7641 5.7079
C23 3.5497 -2.0910 6.0975
C24 2.4741 -1.7727 5.2940
C25 0.6498 -2.3123 2.5826
C26 0.0405 -3.1599 3.5142
C27 -0.2700 -4.4636 3.1751
C28 0.0303 -4.9578 1.9181
C29 0.6457 -4.1288 0.9844
C30 0.9504 -2.8258 1.3126
N1 -1.3023 1.1183 2.5303
H1 -3.3395 3.4029 1.1176
H2 -3.9601 1.7644 1.4334
H3 -3.1556 4.0716 -1.7192
H4 -1.9982 6.1134 -2.4692
H5 0.3867 6.4612 -1.9416
H6 1.6211 4.7487 -0.6538
H7 0.4791 2.6693 0.0489
H8 -2.6949 2.2340 -3.1208
H9 -4.2177 1.1278 -4.6933
H10 -5.8191 -0.5735 -3.8932
H11 -5.8823 -1.1671 -1.4980
H12 -4.3555 -0.0668 0.0879
H13 -2.5350 3.8820 3.8010
H14 -0.7872 2.5938 5.4078
H15 0.7512 0.3900 5.0792
H16 -0.5081 -0.7809 4.6207
H17 4.1223 -0.3030 2.7437
H18 6.0439 -0.8624 4.1871
H19 5.6768 -2.0018 6.3480
H20 3.3830 -2.5939 7.0414
H21 1.4807 -2.0280 5.6310
H22 -0.1931 -2.8159 4.5122
H23 -0.7388 -5.1082 3.9102
H24 -0.1987 -5.9841 1.6692
H25 0.8892 -4.5045 0.0006
H26 1.4534 -2.1929 0.5932
C31 -3.3887 -2.6097 4.0602
C32 -2.7796 -1.9283 2.9499
N2 -2.2891 -1.3650 2.0633
H27 -3.0726 -2.1365 4.9908
H28 -3.0742 -3.6535 4.0708
H29 -4.4768 -2.5638 3.9932
C33 4.0194 2.1364 -6.1427
C34 4.2476 0.6606 -6.2886
O1 3.6921 -0.0962 -7.0548
S1 5.5257 0.0650 -5.1137
C35 4.4250 0.0786 -3.7117
C36 4.6257 0.9787 -2.6672
C37 3.7169 1.0481 -1.6340
C38 2.5847 0.2243 -1.6255
C39 2.3976 -0.6830 -2.6856
C40 3.3072 -0.7531 -3.7118
C41 1.6072 0.2756 -0.6177
C42 0.6838 0.3063 0.1859
H30 3.2762 2.4659 -6.8673
H31 4.9590 2.6674 -6.3057
H32 3.6708 2.3696 -5.1350
H33 5.4941 1.6219 -2.6867
H34 3.8598 1.7544 -0.8285
H35 1.5233 -1.3179 -2.6833
H36 3.1552 -1.4393 -4.5317
N3 -1.1692 -1.3851 -0.4693
C43 -1.2399 -1.4539 -1.7631
C44 -0.9399 -0.3471 -2.6193
C45 -0.9957 -0.4734 -3.9833
C46 -1.3618 -1.6748 -4.5795
C47 -1.6810 -2.7633 -3.7747
C48 -1.6194 -2.6700 -2.4077
H37 -0.6436 0.5892 -2.1618
H38 -0.7534 0.3768 -4.6074
H39 -1.3927 -1.7654 -5.6544
H40 -1.9846 -3.6960 -4.2337
H41 -1.8433 -3.5124 -1.7674

Here are the Löwdin charges for atoms 1 to 5, given in e:
1. Ru 1.027
2. C -0.249
3. P 1.035
4. C -0.338
5. C -0.107

=====

# 5
C68H78BrF7N4O5PS2 | ωB97M-V/def2-TZVPD

2S+1: 1
Highest occupied orbital energy: -10.08 eV
Lowest unoccupied orbital energy: -2.20 eV
Calculated total energy: -207989.158 eV
Charge: +1

Positions of all 166 atoms, in Å:
C1 -1.1664 -4.4936 5.0263
C2 -1.0012 -4.1188 3.8723
C3 -0.5891 -3.6313 2.4302
C4 0.7758 -2.7488 2.4278
P1 1.9158 -3.8707 3.4519
O1 1.7644 -3.4806 5.1150
Br1 4.1221 -3.4409 3.0456
C5 1.0128 -2.6370 0.8162
C6 2.2058 -3.4522 0.1618
C7 0.7360 -1.1246 0.2585
S1 2.1947 -0.1772 -0.4157
C8 -0.2933 -1.0607 -1.0103
C9 -1.5043 -0.0463 -0.8055
C10 -2.1126 0.4177 -2.2326
C11 -2.0188 2.0232 -2.3184
C12 -0.5785 2.5556 -2.7413
C13 0.3764 2.9045 -1.5228
C14 1.8897 3.2034 -1.9845
S2 3.0638 3.2601 -0.5523
C15 4.5355 4.0895 -1.2531
N1 5.3158 5.0804 -0.7045
N2 6.2412 5.3375 -1.6736
C16 6.0349 4.5120 -2.7619
O2 4.9286 3.6593 -2.5247
C17 0.0318 -0.5625 1.6138
N3 0.6409 -1.2767 2.8107
C18 -0.2412 -0.9200 3.9721
C19 -0.5399 0.6392 4.1583
N4 -0.7427 0.9866 5.5842
C20 -1.8598 1.9484 5.8083
C21 -2.8036 1.3854 6.9913
C22 0.4447 1.6018 6.1905
C23 1.1384 2.9401 5.7113
O3 0.9181 1.0524 7.1827
C24 2.0030 -0.6288 2.9540
O4 2.5500 -0.7730 4.2721
C25 3.5812 0.1511 4.5256
C26 3.8144 0.5217 6.0643
O5 4.3019 0.6293 3.6711
H1 -1.1713 -5.0318 6.0140
H2 -0.4508 -4.5888 1.8261
H3 -1.4403 -3.0364 1.9716
H4 2.5376 -3.8742 5.5784
H5 0.1090 -3.1606 0.3481
H6 3.1552 -2.8223 0.2441
H7 2.4057 -4.4325 0.6845
H8 2.0143 -3.6341 -0.9449
H9 2.5013 0.7022 0.6074
H10 -0.7008 -2.0742 -1.3012
H11 0.2884 -0.6853 -1.9097
H12 -1.2486 0.9062 -0.2572
H13 -2.3392 -0.5521 -0.2285
H14 -3.2164 0.1387 -2.3064
H15 -1.5815 -0.0899 -3.0984
H16 -2.4307 2.5065 -1.3832
H17 -2.7349 2.3084 -3.1630
H18 -0.7456 3.5191 -3.3282
H19 -0.1126 1.7625 -3.4123
H20 0.4523 2.0934 -0.7379
H21 0.0029 3.8375 -0.9842
H22 2.2193 2.3471 -2.6502
H23 1.8729 4.1724 -2.5623
H24 6.6477 4.5360 -3.6996
H25 -1.0677 -0.7817 1.7566
H26 0.2109 0.5453 1.5077
H27 0.1552 -1.2927 4.9746
H28 -1.2673 -1.4123 3.8739
H29 -1.4811 0.8533 3.5471
H30 0.2525 1.3355 3.7447
H31 -2.5457 2.1052 4.9256
H32 -1.5346 2.9793 6.1588
H33 -3.6443 2.1516 7.1064
H34 -3.2805 0.4227 6.6306
H35 -2.2425 1.2510 7.9589
H36 0.4482 3.4545 4.9584
H37 1.4482 3.6333 6.5409
H38 2.0585 2.6459 5.0998
H39 2.7485 -1.0407 2.1930
H40 1.9692 0.4893 2.7343
H41 4.8843 0.2032 6.2921
H42 3.1614 -0.1601 6.7017
H43 3.6423 1.6148 6.2716
F1 1.3271 -1.8855 -3.3320
C27 1.4376 -1.6978 -4.6639
C28 0.3173 -1.3416 -5.3942
C29 0.4325 -1.1430 -6.7648
C30 1.6638 -1.3135 -7.3892
C31 2.7808 -1.6764 -6.6444
C32 2.6689 -1.8645 -5.2722
H44 -0.6352 -1.2215 -4.8917
H45 -0.4365 -0.8564 -7.3457
H46 1.7518 -1.1626 -8.4594
H47 3.7389 -1.8129 -7.1327
H48 3.5302 -2.1387 -4.6746
F2 -4.6521 -0.8308 -0.0354
C33 -5.3536 -1.8467 -0.5749
C34 -6.7355 -1.8313 -0.5065
C35 -7.4564 -2.8805 -1.0631
C36 -6.7854 -3.9383 -1.6731
C37 -5.3973 -3.9424 -1.7329
C38 -4.6766 -2.8864 -1.1849
H49 -7.2397 -1.0049 -0.0198
H50 -8.5371 -2.8764 -1.0208
H51 -7.3487 -4.7595 -2.1022
H52 -4.8751 -4.7671 -2.2048
H53 -3.5933 -2.8693 -1.2296
F3 11.4282 6.2853 3.6544
C39 10.5897 5.8214 2.7131
C40 9.7721 6.7091 2.0344
C41 8.9082 6.2293 1.0570
C42 8.8646 4.8675 0.7777
C43 9.6872 3.9852 1.4696
C44 10.5595 4.4649 2.4396
H54 9.8145 7.7653 2.2717
H55 8.2689 6.9158 0.5137
H56 8.1869 4.4945 0.0179
H57 9.6491 2.9233 1.2535
H58 11.2139 3.7936 2.9825
F4 8.7523 -1.8768 -1.8264
C45 8.5534 -0.7934 -2.5941
C46 9.3384 -0.6043 -3.7187
C47 9.1287 0.5144 -4.5158
C48 8.1441 1.4360 -4.1732
C49 7.3654 1.2373 -3.0382
C50 7.5670 0.1131 -2.2464
H59 10.1056 -1.3285 -3.9648
H60 9.7323 0.6686 -5.4028
H61 7.9846 2.3112 -4.7941
H62 6.6024 1.9566 -2.7701
H63 6.9641 -0.0626 -1.3635
F5 -0.5726 2.5441 -5.6489
C51 -0.7738 3.6354 -6.4102
C52 0.0140 3.8361 -7.5302
C53 -0.1974 4.9607 -8.3189
C54 -1.1865 5.8759 -7.9721
C55 -1.9679 5.6652 -6.8417
C56 -1.7647 4.5353 -6.0582
H64 0.7848 3.1166 -7.7796
H65 0.4084 5.1243 -9.2026
H66 -1.3476 6.7552 -8.5859
H67 -2.7355 6.3809 -6.5703
H68 -2.3703 4.3503 -5.1786
F6 -10.0240 -1.2527 -1.0219
C57 -11.1773 -1.5632 -0.3997
C58 -11.7142 -0.6759 0.5166
C59 -12.9068 -0.9943 1.1548
C60 -13.5421 -2.2005 0.8769
C61 -12.9897 -3.0855 -0.0421
C62 -11.8027 -2.7631 -0.6890
H69 -11.2008 0.2549 0.7260
H70 -13.3406 -0.3036 1.8686
H71 -14.4705 -2.4499 1.3787
H72 -13.4834 -4.0267 -0.2549
H73 -11.3624 -3.4367 -1.4147
F7 -7.4230 -4.9024 1.6231
C63 -6.4012 -5.5275 2.2286
C64 -6.6589 -6.5847 3.0843
C65 -5.5961 -7.2332 3.7053
C66 -4.2912 -6.8092 3.4702
C67 -4.0499 -5.7430 2.6113
C68 -5.1061 -5.1038 1.9856
H74 -7.6818 -6.8949 3.2607
H75 -5.7848 -8.0670 4.3716
H76 -3.4629 -7.3117 3.9580
H77 -3.0352 -5.4070 2.4294
H78 -4.9282 -4.2773 1.3070

Here are the Löwdin charges for atoms 1 to 5, given in e:
1. C 0.106
2. C -0.175
3. C -0.173
4. C -0.439
5. P 0.717